{"formula": "C69H69BrF8IN3O3P", "method": "the ωB97M-V functional and the def2-TZVPD basis", "de_lowest_kcal_mol": 0.0, "e_tot_ha": -7071.90870, "total_charge": 1, "molar_mass_g_mol": 1378.1, "e_lumo_ev": -4.77, "largest_force_ev_per_a": 6.837, "elements": ["I", "Br", "P", "F", "F", "F", "F", "F", "F", "F", "F", "O", "O", "O", "N", "N", "N", "C", "C", "C", "C", "C", "C", "C", "C", "C", "C", "C", "C", "C", "C", "C", "C", "C", "C", "C", "C", "C", "C", "C", "C", "C", "C", "C", "C", "C", "C", "C", "C", "C", "C", "C", "C", "C", "C", "C", "C", "C", "C", "C", "C", "C", "C", "C", "C", "C", "C", "C", "C", "C", "C", "C", "C", "C", "C", "C", "C", "C", "C", "C", "C", "C", "C", "C", "C", "C", "H", "H", "H", "H", "H", "H", "H", "H", "H", "H", "H", "H", "H", "H", "H", "H", "H", "H", "H", "H", "H", "H", "H", "H", "H", "H", "H", "H", "H", "H", "H", "H", "H", "H", "H", "H", "H", "H", "H", "H", "H", "H", "H", "H", "H", "H", "H", "H", "H", "H", "H", "H", "H", "H", "H", "H", "H", "H", "H", "H", "H", "H", "H", "H", "H", "H", "H", "H", "H"], "positions_angstrom": [[1.11042, -6.09829, -2.50999], [3.39722, -3.62490, -1.49941], [2.70033, -0.38919, -1.76364], [-0.79393, -4.23212, 6.37238], [11.29497, 3.59978, -0.03431], [-0.15373, 3.46876, 2.21524], [-4.09513, -5.06857, 1.47266], [5.14891, 1.76043, 1.17264], [8.40055, 5.73877, 1.62975], [4.35641, 8.00991, -2.75298], [-11.09639, -1.09623, -1.09975], [3.16970, 0.61183, -3.09616], [-2.30107, -6.51696, -2.75151], [-0.36637, -5.17818, -5.44711], [2.07213, 0.65197, -0.44670], [1.39750, -1.50490, -2.33157], [-1.87340, -4.35277, -3.68392], [-11.56856, -0.92822, 1.20346], [-11.25075, -1.69460, 0.09189], [-3.05211, -5.55978, 3.52898], [3.91685, 3.88953, 4.46821], [-6.48016, -2.91312, -1.69770], [7.85459, 2.59283, -0.54538], [0.11677, -0.93336, -2.83819], [-2.79623, 2.56089, -4.65279], [-2.44981, -0.12925, -4.91868], [-1.51687, 0.01334, 3.97516], [3.12159, -5.18644, 5.56179], [-2.36253, -6.46057, 4.33477], [5.65106, 2.71965, 3.26860], [-2.04428, -7.72685, 3.84586], [3.88525, 6.18715, 0.89995], [-11.24407, -3.68823, 1.42731], [-2.50629, -1.33521, -3.84163], [8.59570, 6.98405, 1.16439], [8.96097, 3.28342, -0.06066], [10.41465, 1.89899, -1.40588], [3.86596, 8.18179, -0.45486], [-5.97223, -1.20557, -3.70458], [3.70109, 7.56377, 0.78152], [4.38205, 6.04380, -1.45516], [-1.53745, -5.08259, -4.93552], [0.15779, 1.92011, -3.25412], [-0.02681, 0.67499, -2.83138], [-11.08989, -3.06878, 0.19035], [8.99800, 9.54891, 0.20515], [-3.11900, -7.19763, 1.75395], [-6.94890, -1.85287, -2.85871], [1.48776, -3.64331, 6.43594], [-8.54099, -1.51787, -2.99975], [4.74701, 2.45610, 2.25050], [-0.79388, -3.43974, -3.23452], [4.22810, 5.42739, -0.21642], [3.43541, 2.89754, 2.32441], [-5.97929, 0.41238, -3.75769], [1.66814, -2.93740, -2.23794], [3.01535, 3.61393, 3.44181], [-0.94049, -0.03310, 2.70827], [0.78080, -5.76063, 5.51156], [-3.39520, 1.07261, -4.31389], [-3.42525, -5.93806, 2.24800], [-0.48391, 1.13765, 2.10948], [9.13730, 9.28644, 1.56590], [-11.56811, -2.92909, 2.54905], [8.45917, 7.23291, -0.19330], [9.30850, 1.20112, -1.88206], [8.92957, 7.99797, 2.04950], [-1.63339, 1.22837, 4.64802], [-1.16688, 2.39781, 4.05404], [-2.97673, -4.65285, -1.21164], [8.65611, 8.52381, -0.67519], [-2.73519, -5.79412, -5.79946], [-2.37121, -5.24377, -2.60386], [2.10614, -6.08093, 5.23206], [-0.59895, 2.34107, 2.78962], [-1.07705, -1.85837, -3.32451], [0.57945, -3.99151, -2.68687], [0.48497, -4.54376, 6.10789], [4.20241, 7.41515, -1.56091], [5.23465, 3.44529, 4.38121], [-11.73355, -1.54945, 2.43811], [10.22973, 2.93118, -0.49755], [2.81417, -3.96857, 6.16641], [-4.92407, 1.00314, -4.86698], [-2.41959, -8.09471, 2.55606], [8.02972, 1.54992, -1.45382], [-3.13253, -1.09072, -2.88937], [7.16559, 1.00827, -1.82840], [-2.10022, -4.13968, -0.64379], [-11.98989, -0.96014, 3.31274], [11.41629, 1.64704, -1.73503], [9.02503, 7.77750, 3.10662], [-0.84674, -0.98104, 2.18729], [-3.30107, -4.56784, 3.88906], [-3.08532, -2.20737, -4.35817], [9.44347, 0.38610, -2.58633], [-3.46440, 1.03149, -3.15238], [-2.34127, 3.00121, -3.67044], [-0.04063, 1.12075, 1.11996], [-10.84652, -3.64530, -0.69503], [-11.68516, 0.14461, 1.09947], [4.37529, 4.35558, -0.12147], [-5.34985, 2.05498, -5.14465], [4.15710, 0.71380, -2.98228], [-8.91759, -2.18147, -3.86835], [-2.16741, -9.07960, 2.17570], [-2.35541, -6.84540, -6.07211], [3.76085, 5.70630, 1.86566], [6.85727, 2.86586, -0.21566], [3.43031, 8.15329, 1.65166], [-0.02108, -6.44863, 5.26993], [-3.70899, -5.77807, -5.19111], [8.20078, 6.42101, -0.86406], [-7.38275, -3.08082, -0.98698], [-2.86128, -5.10904, -6.73669], [8.84305, 4.09205, 0.65270], [-5.21386, -1.74962, -4.37328], [-5.86035, 0.91308, -2.72137], [-1.95199, 2.41163, -5.41979], [-3.79193, -3.87877, -1.47126], [-9.09609, -1.73105, -2.01169], [-1.87707, -0.89923, 4.44114], [2.29234, 1.63809, -0.70684], [-2.07288, -6.17728, 5.34105], [-2.08637, 1.26315, 5.63368], [-4.98919, 0.38606, -5.85318], [0.27280, 2.99137, -3.68697], [3.60720, -3.27454, 6.42614], [2.75025, 2.68088, 1.51210], [-3.60428, 3.31026, -4.98241], [-3.42674, -7.47043, 0.75063], [-3.41162, -5.51288, -0.56824], [-6.17828, -3.89241, -2.22622], [9.40762, 10.08516, 2.24945], [5.93676, 3.66435, 5.17946], [9.15586, 10.55498, -0.17212], [2.66508, 0.39487, 0.37904], [-11.69270, -3.41244, 3.51355], [3.59027, 4.45218, 5.33777], [1.98827, 3.95750, 3.51270], [3.73497, 9.25237, -0.56451], [-8.74251, -0.41529, -3.26676], [6.67018, 2.35864, 3.18813], [-1.24170, 3.35070, 4.56581], [-11.11165, -4.76195, 1.51637], [-5.63768, -2.47564, -1.04075], [-1.50202, -8.42806, 4.47370], [-7.04272, 0.72114, -4.13271], [8.54423, 8.73110, -1.73470], [1.22883, -2.69739, 6.89819], [-2.93098, -0.44859, -5.93390], [4.63994, 5.46713, -2.33634], [4.15632, -5.43760, 5.34785], [2.34695, -7.02713, 4.75755], [-1.39750, 0.26694, -5.15298]], "forces_ev_per_angstrom": [[-0.7, 1.8, -0.2], [-2.2, 1.1, -1.0], [3.1, 0.9, 1.2], [-0.2, 0.1, 0.0], [0.1, 0.0, 0.0], [0.1, 0.2, -0.2], [-0.2, 0.2, 0.0], [0.0, -0.2, -0.4], [-0.2, 0.0, 0.3], [0.0, 0.0, -0.1], [-0.1, 0.1, -0.1], [-0.6, -0.9, 1.9], [-0.5, 5.8, 0.1], [-5.1, 1.3, 3.1], [0.9, -0.3, -1.7], [-3.3, -0.8, -1.4], [1.9, -0.4, 0.7], [0.0, 0.2, -0.1], [-0.1, -0.4, 0.9], [-0.1, 0.2, 0.0], [0.0, 0.0, 0.0], [-1.1, 0.1, -1.2], [0.3, -0.2, -0.2], [-1.8, -1.1, -0.3], [0.4, -0.5, 0.9], [-1.2, 0.9, 0.6], [0.0, 0.0, 0.0], [0.0, 0.0, 0.0], [-0.1, -0.2, -0.3], [0.2, -0.1, -0.1], [0.0, 0.0, 0.0], [0.0, 0.0, 0.1], [0.0, 0.3, 0.1], [0.4, -0.9, -0.2], [0.2, 1.1, -0.4], [0.0, 0.2, 0.2], [0.2, 0.0, 0.0], [0.0, 0.1, 0.0], [-1.8, 0.3, 1.6], [0.1, -0.3, -0.3], [0.0, -0.1, -0.2], [2.9, -2.0, -3.5], [-0.9, -6.5, 1.8], [2.1, 3.9, -3.2], [0.1, 0.0, -0.2], [0.0, 0.0, 0.0], [-0.1, 0.1, -0.2], [1.3, 0.8, -0.6], [-0.1, 0.1, 0.1], [1.1, 0.5, 0.9], [-0.3, 0.6, 1.0], [2.3, 2.4, 1.0], [-0.1, 0.4, 0.1], [0.0, -0.1, -0.1], [-1.2, -0.5, -2.3], [-2.9, -0.3, -1.1], [0.3, -0.1, 0.2], [-0.1, 0.3, 0.2], [-0.1, -0.1, 0.0], [-0.5, 1.3, -0.3], [0.5, -0.7, 0.7], [0.1, 0.1, -0.2], [-0.1, -0.2, -0.3], [0.0, 0.0, 0.0], [-0.1, -0.2, 0.0], [-0.1, 0.2, 0.2], [0.0, -0.1, 0.2], [0.1, -0.1, -0.3], [0.0, 0.2, 0.0], [0.7, 0.3, -1.1], [0.1, 0.0, 0.4], [0.5, 1.4, 1.0], [-0.3, -4.7, 1.0], [0.0, 0.3, 0.1], [-0.4, -0.9, 0.5], [3.1, -1.5, 1.2], [-0.3, 3.7, -0.2], [1.0, -0.2, -0.2], [-0.1, -0.3, 0.7], [-0.3, 0.0, -0.2], [0.1, -0.3, -0.2], [-0.6, -0.4, -0.3], [-0.2, -0.3, -0.1], [-0.8, 0.0, 0.4], [0.0, 0.2, 0.2], [0.0, 0.1, 0.0], [1.1, -0.2, -1.7], [0.1, 0.0, 0.0], [-1.6, -0.8, -0.9], [0.0, 0.0, -0.1], [-0.1, 0.0, 0.1], [0.0, 0.0, -0.1], [0.0, 0.1, 0.0], [0.0, -0.1, 0.0], [1.4, 1.3, 1.2], [0.0, 0.1, 0.1], [0.3, -0.3, -2.0], [-0.7, -0.8, -1.8], [0.0, 0.0, 0.0], [0.0, 0.1, 0.0], [0.0, -0.1, 0.0], [0.0, 0.1, 0.0], [1.1, -1.8, 0.6], [-1.4, -0.3, -0.2], [0.5, 1.0, 1.6], [-0.1, 0.1, 0.0], [-0.8, 1.8, 0.4], [0.0, 0.1, -0.1], [0.2, 0.0, 0.0], [0.1, 0.0, -0.1], [0.2, 0.1, 0.0], [1.5, -0.3, -1.0], [0.0, 0.0, 0.1], [1.5, 0.0, -1.3], [0.3, -1.4, 1.6], [0.1, -0.3, -0.2], [-0.5, 0.7, 2.1], [0.1, -1.1, -1.7], [-1.4, 0.7, 1.0], [1.4, -1.2, 0.5], [0.9, 0.2, -1.8], [0.1, 0.1, -0.1], [-0.5, -0.8, 0.3], [-0.2, 0.0, -0.2], [0.1, 0.0, -0.1], [0.1, 0.9, 1.8], [-0.4, -2.5, 1.3], [-0.1, -0.1, 0.0], [0.0, 0.1, 0.1], [1.4, -1.3, 0.2], [0.0, 0.0, 0.1], [1.0, 1.6, -1.5], [-0.3, 1.3, 1.2], [0.0, -0.1, -0.1], [-0.1, -0.1, -0.1], [0.0, -0.1, 0.1], [-0.6, 0.3, -1.0], [0.0, 0.1, -0.1], [0.0, -0.1, -0.1], [0.1, -0.1, -0.1], [0.0, -0.1, 0.0], [0.4, -1.8, 0.3], [-0.1, 0.0, 0.0], [0.0, 0.0, -0.1], [0.0, 0.1, -0.1], [-1.3, -0.7, -1.4], [-0.1, 0.1, -0.1], [1.9, -0.3, 0.7], [0.0, -0.1, 0.1], [0.0, -0.1, 0.0], [1.0, 0.4, 1.9], [0.0, 0.1, 0.0], [-0.1, 0.0, 0.0], [-0.1, 0.1, 0.1], [-1.5, -0.8, 0.6]]}